Entry 1:
Molecular formula: C5H15NO2Rb
Method: DFT, ωB97M-V with the def2-TZVPD basis set

Computed properties:
Energy ... -11656.757 eV
Net charge ... +1
HOMO level ... -13.43 eV
Gap between HOMO and LUMO ... 10.356 eV
Lowest unoccupied orbital energy ... -3.1 eV
Energy above the lowest of the compared OMol25 structures with the same formula, charge and spin ... 136.4 kcal per mole

The geometry in XYZ format:
```
24
C5H15NO2Rb | the Open Molecules 2025 dataset | ωB97M-V with the def2-TZVPD basis set
Rb 1.3800 -0.4326 1.3076
C -1.0411 1.4447 2.7762
O -0.0891 0.5435 2.4889
H -0.8115 2.1589 3.5669
H -1.2493 2.0685 1.9069
H -1.9615 0.9345 3.0600
H 0.1474 0.0807 3.2961
C 1.3966 -0.8320 -2.8285
C 1.1485 -0.4684 -1.3976
C -0.2761 -0.0518 -1.0970
O -0.3947 0.1197 0.3016
C -1.6210 0.6145 0.6028
N 1.4405 -1.6500 -0.6368
H 2.4784 -0.8956 -2.9454
H 1.0775 -0.0620 -3.5309
H 1.1863 -1.8696 -3.0879
H 1.8338 0.3530 -1.1885
H -1.0068 -0.7917 -1.4237
H -0.3910 0.9639 -1.4754
H -1.8808 0.5611 1.6600
H -2.4053 -0.0713 0.2823
H -1.7831 1.6300 0.2415
H 0.6726 -2.3060 -0.6395
H 2.1498 -2.0419 -1.2396
```

=====

Entry 2:
Molecular formula: C5H15NO3
Method: DFT, ωB97M-V with the def2-TZVPD basis set

Computed properties:
Energy ... -13061.056 eV
SMILES ... CC(C)N(C)C=O.O.O
HOMO level ... -9.73 eV
Gap between HOMO and LUMO ... 10.261 eV
Lowest unoccupied orbital energy ... 0.5 eV
Energy above the lowest of the compared OMol25 structures with the same formula, charge and spin ... 16.7 kcal per mole

The geometry in XYZ format:
```
24
C5H15NO3 | the Open Molecules 2025 dataset | ωB97M-V with the def2-TZVPD basis set
C 2.1571 -1.3354 1.2690
C 1.0458 -0.3169 1.4724
C -0.2709 -0.9494 1.9210
N 0.8071 0.5440 0.2749
C 1.1117 1.9534 0.4778
C 0.7308 0.0519 -0.9892
O 0.6547 -1.1287 -1.2617
H 2.2327 -1.9761 2.1547
H 1.9233 -2.0005 0.4496
H 3.1201 -0.8502 1.1321
H 1.3588 0.3658 2.2567
H -0.5179 -1.7318 1.2056
H -1.0612 -0.2110 2.0454
H -0.1548 -1.3962 2.9098
H 0.6216 2.5435 -0.3001
H 0.6741 2.2979 1.4121
H 2.1824 2.1465 0.4257
H 0.6930 0.8236 -1.7742
O -2.5548 0.6804 -0.1079
H -1.7636 0.5415 0.4223
H -3.2480 0.2156 0.3673
O -2.7241 0.2898 -2.9808
H -2.6694 0.3539 -2.0128
H -1.8199 0.3991 -3.2830
```

=====

Entry 3:
Molecular formula: C5H15NOS
Method: DFT, ωB97M-V with the def2-TZVPD basis set

Computed properties:
Energy ... -19798.389 eV
SMILES ... CNCCCCS.O
HOMO level ... -8.64 eV
Gap between HOMO and LUMO ... 9.261 eV
Lowest unoccupied orbital energy ... 0.6 eV
Energy above the lowest of the compared OMol25 structures with the same formula, charge and spin ... 68.0 kcal per mole

The geometry in XYZ format:
```
23
C5H15NOS | the Open Molecules 2025 dataset | ωB97M-V with the def2-TZVPD basis set
C 0.8397 -2.4086 0.6121
N 0.9862 -1.4450 1.6381
C -0.1013 -0.4183 1.5160
C 0.5717 0.9442 1.2523
C 1.0450 0.8876 -0.1422
C -0.1000 1.2659 -1.1537
S 0.5735 2.2143 -2.6606
H 0.1921 -2.2067 -0.2584
H 1.8955 -2.6017 0.1962
H 0.7418 -3.3925 0.9162
H 1.9054 -0.9341 1.6566
H -0.8369 -0.7540 0.8694
H -0.5848 -0.4107 2.5905
H 1.2410 1.3520 2.0493
H -0.2850 1.7785 1.3487
H 1.8092 1.7172 -0.2325
H 1.5973 -0.0744 -0.4728
H -0.8457 1.9116 -0.6157
H -0.6584 0.5157 -1.8293
H 1.0382 1.3816 -3.5498
O -3.9234 0.2924 -1.0213
H -3.7884 -0.5209 -1.4691
H -3.3127 0.9059 -1.2400
```

=====

Entry 4:
Molecular formula: C5H15NOS
Method: DFT, ωB97M-V with the def2-TZVPD basis set

Computed properties:
Energy ... -19800.544 eV
SMILES ... CCN[C@@H](C)CS.O
HOMO level ... -8.57 eV
Gap between HOMO and LUMO ... 9.533 eV
Lowest unoccupied orbital energy ... 1.0 eV
Energy above the lowest of the compared OMol25 structures with the same formula, charge and spin ... 18.3 kcal per mole

The geometry in XYZ format:
```
23
C5H15NOS | the Open Molecules 2025 dataset | ωB97M-V with the def2-TZVPD basis set
C -1.2872 -1.2384 -0.7577
C 0.1240 -1.7323 -1.0799
N 0.9988 -0.6092 -1.3909
C 1.5210 0.1293 -0.2764
C 2.9306 -0.3356 0.2229
C 1.3779 1.6314 -0.5643
S 2.2849 2.6179 0.6664
H -1.9164 -1.9979 -0.3080
H -1.2536 -0.4368 -0.0296
H -1.6814 -0.8088 -1.6789
H 0.0948 -2.4376 -1.9053
H 0.5224 -2.2769 -0.2081
H 1.6451 -0.7426 -2.1484
H 0.9074 -0.0324 0.5966
H 3.2503 -1.1461 -0.4368
H 3.7152 0.4086 0.1271
H 2.8877 -0.6656 1.2553
H 1.6880 1.8862 -1.5795
H 0.3270 1.8357 -0.5520
H 1.6448 3.7666 0.4338
O -6.2344 0.5876 3.2929
H -6.9144 0.1818 2.7499
H -6.6324 1.4153 3.5708
```

=====

Entry 5:
Molecular formula: C5H15NP
Method: DFT, ωB97M-V with the def2-TZVPD basis set

Computed properties:
Energy ... -16196.349 eV
Net charge ... +1
HOMO level (alpha / beta) ... -12.64 / -11.92 eV
Gap between HOMO and LUMO (alpha / beta) ... 8.322 / 7.327 eV
Lowest unoccupied orbital energy (alpha / beta) ... -4.3 / -4.6 eV
Energy above the lowest of the compared OMol25 structures with the same formula, charge and spin ... 86.8 kcal per mole

The geometry in XYZ format:
```
22
C5H15NP | the Open Molecules 2025 dataset | ωB97M-V with the def2-TZVPD basis set
C 0.7565 -0.2207 1.5318
C 2.1591 -0.5151 -0.4830
C -2.4714 -1.5757 -0.2064
C 0.7881 -0.3733 -0.0166
C 0.0204 0.8819 -0.6732
N 0.4932 2.1496 -0.0880
P -2.8115 0.2052 -0.2019
H 1.5829 0.4197 1.7426
H -0.2511 0.2136 1.8895
H 0.8906 -1.1834 2.0609
H 2.6754 0.4777 -0.1731
H 2.2215 -0.3778 -1.5741
H 2.8107 -1.2740 -0.0897
H -3.1944 -1.8937 0.5248
H -1.4836 -1.6995 0.1649
H -2.8407 -2.2376 -1.0565
H 0.2043 -1.3614 -0.3453
H -0.0048 0.8837 -1.7630
H 0.2518 2.2838 0.8842
H 0.3047 2.9540 -0.6985
H 1.5702 1.9139 -0.0179
H -3.6717 0.3292 -1.4117
```

=====

Entry 6:
Molecular formula: C5H15O5S
Method: DFT, ωB97M-V with the def2-TZVPD basis set

Computed properties:
Energy ... -26503.385 eV
Net charge ... -1
HOMO level ... -5.22 eV
Gap between HOMO and LUMO ... 8.389 eV
Lowest unoccupied orbital energy ... 3.2 eV

The geometry in XYZ format:
```
26
C5H15O5S | the Open Molecules 2025 dataset | ωB97M-V with the def2-TZVPD basis set
O -1.0993 0.6420 -1.6925
C -0.3716 -0.3387 -1.3548
O 0.8053 -0.5674 -1.7071
C -1.0162 -1.1905 -0.2563
C -0.7868 -0.6812 1.1652
C -1.8084 0.3819 1.5929
S -1.1042 1.9239 2.2876
C -0.4945 2.7327 0.7924
H -2.0953 -1.2254 -0.4264
H -0.6475 -2.2138 -0.3391
H -0.5440 -1.4432 1.9030
H 0.1564 -0.1235 1.1749
H -2.5330 0.0140 2.3154
H -2.2882 0.7380 0.6824
H 0.5815 2.8359 0.8357
H -0.9229 3.7409 0.8176
H -0.9377 2.3002 -0.1031
H -0.1437 1.7039 -2.8844
H 0.9697 1.0487 -3.7090
O 0.6403 1.9142 -3.4356
H 1.9038 -3.0184 0.6980
H 2.2675 -2.2812 1.9241
O 1.5998 -2.8953 1.6094
H 3.1243 -1.6947 -1.1580
H 2.0277 -0.8064 -0.4212
O 2.7168 -1.4966 -0.3112
```

=====

Entry 7:
Molecular formula: C5H16BIN6O12
Method: DFT, ωB97M-V with the def2-TZVPD basis set

Computed properties:
Energy ... -47715.803 eV
SMILES ... C[N+](=O)[O-].C[N+](=O)[O-].C[N+](=O)[O-].C[N+](=O)[O-].C[N+](=O)[O-].O=NOBI
HOMO level ... -9.40 eV
Gap between HOMO and LUMO ... 8.888 eV
Lowest unoccupied orbital energy ... -0.5 eV

The geometry in XYZ format:
```
41
C5H16BIN6O12 | the Open Molecules 2025 dataset | ωB97M-V with the def2-TZVPD basis set
C 1.5930 1.6266 3.2555
N 2.4497 0.7976 2.3624
O 3.5423 1.2244 2.0722
O 1.9818 -0.2555 1.9828
H 2.1354 2.5277 3.5095
H 0.6821 1.8566 2.7107
H 1.3764 1.0353 4.1389
C 0.8467 -3.0620 0.5887
N -0.3419 -2.8544 -0.2846
O -0.9356 -3.8376 -0.6807
O -0.6397 -1.7107 -0.5445
H 0.9821 -4.1281 0.7275
H 1.6989 -2.6124 0.0896
H 0.6497 -2.5589 1.5295
C 2.5327 3.6125 -5.4984
N 1.9408 3.0723 -4.2441
O 2.0905 3.7115 -3.2281
O 1.3474 2.0198 -4.3314
H 3.0274 4.5471 -5.2687
H 3.2367 2.8747 -5.8688
H 1.7211 3.7589 -6.2033
C -4.1716 3.2856 1.9155
N -3.6941 3.9577 3.1563
O -2.5019 3.9634 3.3727
O -4.5376 4.4548 3.8683
H -3.3178 2.8921 1.3854
H -4.8447 2.4893 2.2156
H -4.6917 4.0284 1.3204
C 0.0570 -7.8548 0.8800
N 1.4014 -7.2724 1.1452
O 2.3429 -8.0238 1.2209
O 1.4536 -6.0650 1.2641
H 0.1600 -8.9287 0.7953
H -0.5837 -7.5845 1.7126
H -0.3088 -7.4180 -0.0438
O -3.2404 2.9473 -1.1574
N -2.3103 3.5754 -0.9271
O -1.4699 3.7554 -2.0771
B -0.8914 2.5236 -2.4418
I 0.3346 1.6032 -0.9343
H -1.1033 2.0253 -3.4854
```

=====

Entry 8:
Molecular formula: C5H16N
Method: DFT, ωB97M-V with the def2-TZVPD basis set

Computed properties:
Energy ... -6929.532 eV
<S²> ... 0.75
2S+1 ... 2
HOMO level (alpha / beta) ... -3.58 / -10.79 eV
Gap between HOMO and LUMO (alpha / beta) ... 4.457 / 11.453 eV
Lowest unoccupied orbital energy (alpha / beta) ... 0.9 / 0.7 eV
Energy above the lowest of the compared OMol25 structures with the same formula, charge and spin ... 36.4 kcal per mole

The geometry in XYZ format:
```
22
C5H16N | the Open Molecules 2025 dataset | ωB97M-V with the def2-TZVPD basis set
C 0.3289 -0.0125 -2.1699
C 1.3323 0.9598 -1.5454
N 1.0461 -1.3581 -2.4640
H -0.4797 -0.2052 -1.3794
H -0.1417 0.6023 -3.1620
H 0.7050 1.8379 -1.5787
H 2.2060 1.3188 -2.1676
H 1.0146 -1.7812 -1.5278
H 0.5002 -1.9709 -2.9904
H 2.0206 -1.3270 -2.8258
H 1.7184 0.7033 -0.5570
C -0.3283 0.1262 1.7239
C -1.4378 -1.0377 1.8965
C -0.8665 1.3263 2.5183
H 0.5587 -0.3209 2.1404
H -0.3528 0.3847 0.5491
H -2.2519 -0.7887 1.2685
H -0.1166 2.0693 2.1921
H -1.9353 1.6210 2.3398
H -0.6532 1.1578 3.5857
H -1.0099 -1.9419 1.3112
H -1.8569 -1.3630 2.8423
```